84
Properties=species:S:1:pos:R:3:lowdin_charge:R:1 method="wB97M-V/def2-TZVPD" homo_lumo_gap_ev=6.35 e_tot_ev=-68679.641 spin_multiplicity=1 e_homo_ev=-6.0758 mol_weight_g_mol=700.6 charge=-1 de_lowest_kcal_mol=30.3
N 0.12386 -0.67589 -0.29244 -0.65
O 0.11386 -0.92589 0.94556 -0.10
O -0.97014 -0.72789 -0.88144 -0.07
O 1.09686 -0.34589 -0.85344 0.00
C 2.43986 -3.25089 4.40456 -0.10
C 1.90986 -1.99189 3.65356 0.06
C 0.99186 -0.95889 4.46256 0.09
C 1.01586 -1.10789 6.01856 -0.12
C 1.47886 -2.44289 6.64956 0.08
C 2.27686 -3.46089 5.74956 -0.09
N 0.55886 -0.08989 6.93256 -0.27
O 0.16086 -0.45789 8.12256 0.00
O -0.13014 0.74111 6.25656 0.02
H 3.01286 -4.01989 3.79656 0.11
H 1.94886 -1.87589 2.67456 0.00
H 0.59286 -0.11189 3.95356 0.05
H 1.18486 -2.58189 7.63956 0.05
H 2.73986 -4.32789 6.19556 0.08
C 0.23686 4.42511 2.19256 -0.06
C 0.55086 2.91711 2.36956 -0.03
C 1.46486 2.32811 1.32156 0.01
C 2.11586 3.18511 0.27856 -0.06
C 1.83886 4.67411 0.21256 0.04
C 0.81686 5.25511 1.10956 -0.05
N 2.82886 2.60411 -0.90144 -0.38
O 3.65386 1.71511 -0.71744 0.05
O 2.56786 2.88411 -2.02244 0.08
H -0.53214 4.97511 2.69056 0.06
H -0.09614 2.44811 3.16556 0.09
H 1.74986 1.18011 1.52656 0.14
H 2.17186 5.16811 -0.42844 -0.04
H 0.45886 6.38811 1.08956 0.13
C -0.92814 0.48011 -5.37344 -0.03
C -0.88714 0.55311 -3.81344 0.07
C -0.58414 1.95611 -3.20944 0.08
C -0.38914 3.18611 -4.11944 -0.04
C -0.54914 3.02411 -5.66844 0.01
C -0.73614 1.65411 -6.16644 -0.11
N -0.48514 4.60211 -3.56344 -0.33
O -0.71714 5.52111 -4.46444 -0.02
O -0.59214 4.69511 -2.37444 0.08
H -1.05214 -0.44089 -5.64144 0.01
H -1.13514 -0.25689 -3.16944 0.05
H -0.66514 2.05611 -2.26844 -0.01
H -0.29714 3.79911 -6.33344 0.06
H -0.91914 1.74011 -7.29844 0.11
C -3.44914 2.88411 1.81656 -0.06
C -2.54414 1.73611 1.42856 -0.01
C -2.29014 0.57811 2.32556 0.04
C -3.19514 0.48011 3.52656 -0.08
C -4.13314 1.77411 3.93756 0.10
C -4.23814 2.95711 3.01056 -0.07
N -3.25814 -0.69489 4.33056 -0.26
O -2.23314 -1.47689 4.33656 0.02
O -4.18114 -0.80289 5.33556 -0.04
H -3.65014 3.74311 1.16056 0.09
H -2.04214 1.80411 0.51656 0.06
H -1.67214 -0.30589 2.17756 0.07
H -4.66614 1.81011 4.81256 0.04
H -4.86014 3.72711 3.33156 0.06
C -3.36714 -5.05989 -1.32944 -0.34
O -3.61414 -4.86589 -2.45644 0.04
N -2.15014 -4.56889 -0.78844 -0.21
C -1.78814 -4.94689 0.51756 -0.09
C -1.22714 -3.92189 -1.66944 -0.08
H -3.98014 -5.67189 -0.67144 0.13
H -1.38714 -5.92889 0.56256 0.08
H -2.67214 -4.86189 1.11756 0.08
H -1.31614 -4.17089 1.01056 0.07
H -0.19614 -3.61989 -1.12244 0.14
H -1.74714 -3.02889 -2.15444 0.09
H -1.07414 -4.47989 -2.60944 0.07
C 3.02086 -2.28589 -3.45844 -0.29
O 3.24886 -3.49389 -3.41944 -0.03
N 3.29186 -1.56189 -4.60144 -0.18
C 2.90886 -0.16189 -4.62744 -0.07
C 3.99986 -2.06989 -5.74344 -0.10
H 2.50186 -1.74889 -2.52944 0.16
H 2.36786 0.40211 -5.41044 0.10
H 3.76586 0.36711 -4.42644 0.06
H 2.43586 0.16711 -3.76844 0.04
H 3.93186 -3.21789 -5.97644 0.11
H 5.09186 -1.98689 -5.57444 0.08
H 3.93086 -1.60089 -6.76844 0.09